# 1
Molecular formula: C14H14ClN4
Method: DFT, ωB97M-V/def2-TZVPD

```
33
Properties=species:S:1:pos:R:3:mulliken_charge:R:1
C -1.204 2.138 -2.308 -0.8772
C -0.370 1.155 -2.007 0.0451
C 0.924 1.458 -1.264 -1.2342
C 0.748 1.216 0.178 0.5383
C 0.346 2.245 1.038 -0.5039
N 0.127 2.153 2.311 -0.8071
N 0.344 0.964 2.840 0.4043
C 0.752 -0.061 2.118 0.8745
Cl 1.039 -1.494 3.018 -0.1189
C 0.959 -0.019 0.756 0.5621
C 1.393 -1.197 -0.053 0.1043
C 0.622 -2.325 -0.040 -0.5402
C 1.033 -3.421 -0.767 -0.5902
C 2.196 -3.279 -1.483 -0.4540
C 2.873 -2.089 -1.448 -0.3739
N 2.522 -1.017 -0.740 -0.5363
H -2.063 1.956 -2.930 0.2982
H -1.029 3.142 -1.964 0.2504
H -0.583 0.124 -2.236 0.3979
H 1.758 0.906 -1.661 0.3745
H 1.145 2.510 -1.409 0.5801
H 0.189 3.222 0.609 0.5023
H 0.187 0.861 3.835 0.2348
H -0.294 -2.354 0.523 0.4977
H 0.492 -4.349 -0.787 0.4732
H 2.581 -4.090 -2.073 0.4062
H 3.770 -1.995 -2.041 0.4502
C -3.200 0.999 1.560 -0.2818
C -3.929 -0.136 1.008 0.2364
N -4.496 -1.040 0.579 -0.3607
H -2.907 1.675 0.758 0.1728
H -3.822 1.539 2.270 0.3602
H -2.308 0.640 2.070 -0.0853
```

Values from the calculation:
Frontier orbital gap, eV: 8.36
HOMO energy, hartree: -0.49091
Net charge: +1
LUMO, eV: -5.00

# 2
Molecular formula: C23H24CoN5O4
Method: DFT, ωB97M-V/def2-TZVPD

```
57
Properties=species:S:1:pos:R:3:lowdin_spin:R:1
Co -0.162 0.158 0.175 2.7374
C 2.886 -0.482 -3.626 0.0005
O 2.512 -1.714 -3.019 0.0013
C 2.963 -1.835 -1.718 0.0059
C 3.962 -2.746 -1.450 -0.0018
C 4.413 -2.938 -0.146 0.0044
C 3.840 -2.197 0.866 -0.0016
C 2.803 -1.287 0.626 0.0043
C 2.242 -0.612 1.788 -0.0019
N 1.130 0.012 1.765 0.0477
N 0.685 0.584 2.939 0.0065
C -0.480 1.157 2.734 0.0068
O -1.111 1.188 1.609 0.0606
C -1.116 1.827 3.903 0.0019
C -2.393 2.361 3.774 0.0006
C -3.003 2.989 4.850 0.0000
C -2.339 3.090 6.063 0.0002
C -1.061 2.559 6.197 0.0001
C -0.452 1.930 5.124 0.0006
C 2.327 -1.081 -0.697 0.0026
O 1.355 -0.274 -1.027 0.0604
H 2.504 0.366 -3.056 0.0000
H 2.462 -0.484 -4.629 0.0000
H 3.976 -0.409 -3.698 0.0000
H 4.382 -3.299 -2.281 -0.0002
H 5.206 -3.643 0.063 0.0004
H 4.185 -2.318 1.888 0.0000
H 2.785 -0.673 2.732 0.0019
H -2.898 2.275 2.822 0.0002
H -3.999 3.400 4.742 0.0000
H -2.813 3.581 6.904 0.0000
H -0.539 2.638 7.142 0.0000
H 0.541 1.512 5.212 0.0001
N 0.507 -3.843 0.339 0.0101
C -0.188 -2.825 -0.196 0.0172
O -0.619 -1.916 0.525 0.0202
C -0.412 -2.887 -1.694 0.1177
C -1.543 -2.052 -2.152 0.7048
H 0.829 -3.737 1.288 0.0002
H 0.981 -4.501 -0.254 0.0009
H -0.562 -3.943 -1.965 0.0346
H 0.521 -2.582 -2.180 0.0080
H -2.368 -1.847 -1.487 0.0374
H -1.560 -1.642 -3.149 0.0394
N -3.446 2.881 -4.419 0.0008
C -2.719 2.303 -3.418 0.0013
C -3.195 2.264 -2.103 0.0032
C -2.441 1.644 -1.133 0.0050
N -1.267 1.052 -1.385 0.0446
C -0.805 1.093 -2.641 0.0113
C -1.483 1.698 -3.673 0.0019
H -4.216 3.478 -4.177 0.0000
H -2.996 3.076 -5.295 0.0000
H -4.141 2.720 -1.841 0.0003
H -2.763 1.618 -0.100 0.0003
H 0.152 0.609 -2.793 0.0013
H -1.059 1.701 -4.669 0.0002
```

Values from the calculation:
Frontier orbital gap (alpha / beta), eV: 7.68 / 7.45
HOMO energy (alpha / beta), hartree: -0.26286 / -0.26340
Net charge: 0
LUMO (alpha / beta), eV: 0.53 / 0.28
2S+1: 5

# 3
Molecular formula: C9H13NO2S
Method: DFT, ωB97M-V/def2-TZVPD

```
26
Properties=species:S:1:pos:R:3:mulliken_charge:R:1
C 2.988 -2.223 -0.549 -0.4532
C 2.004 -2.819 -1.137 -0.3061
S 0.346 -2.098 -0.966 0.9831
C 0.053 -1.884 -2.855 -0.8726
O -0.652 -3.011 -0.416 -0.6214
O -0.285 -0.421 -0.744 -0.4287
C -0.267 0.299 0.329 0.8523
N 0.354 -0.129 1.345 -0.5127
C 0.178 0.513 2.622 -0.7750
C -1.024 1.558 2.703 -0.5236
C -1.383 2.179 1.371 -0.6273
C -1.070 1.553 0.228 0.8098
C -1.358 2.053 -1.201 -1.4327
H 3.015 -1.333 0.152 0.2458
H 4.032 -2.632 -0.827 0.2158
H -0.012 -2.877 -3.391 0.3280
H -0.685 -1.122 -3.001 0.2879
H 0.954 -1.449 -3.174 0.3643
H 1.142 0.963 3.080 0.3140
H -0.084 -0.338 3.228 0.2840
H -0.452 2.320 3.210 0.2696
H -1.916 1.189 3.227 0.3624
H -1.868 3.199 1.304 0.2620
H -1.631 1.202 -1.844 0.2343
H -0.420 2.379 -1.587 0.3446
H -1.960 2.926 -1.106 0.3954
```

Values from the calculation:
Frontier orbital gap, eV: 8.71
SMILES string: C=C=[S@@](C)(=O)OC1=NCCC=C1C
HOMO energy, hartree: -0.32364
Net charge: 0
LUMO, eV: -0.10

# 4
Molecular formula: C3H9PS
Method: DFT, ωB97M-V/def2-TZVPD

```
14
Properties=species:S:1:pos:R:3:mulliken_charge:R:1
C 0.948 1.958 -0.173 -1.1926
C -0.545 -2.292 0.024 -0.9636
C 0.846 0.436 -0.101 -0.5220
P -0.653 -0.108 -1.010 0.1793
S -1.915 0.713 0.554 -0.3221
H 0.288 2.557 0.361 0.3725
H 2.000 2.340 0.043 0.3052
H 0.910 2.172 -1.267 0.3436
H 0.561 -2.450 0.252 0.2477
H -0.925 -2.995 -0.600 0.3677
H -1.156 -2.103 0.929 0.2680
H 0.788 0.275 0.913 0.4029
H 1.754 -0.247 -0.497 0.3593
H -2.900 -0.256 0.572 0.1543
```

Values from the calculation:
Frontier orbital gap, eV: 8.98
HOMO energy, hartree: -0.31014
Net charge: 0
LUMO, eV: 0.54

# 5
Molecular formula: C6H33N2O9
Method: DFT, ωB97M-V/def2-TZVPD

```
50
Properties=species:S:1:pos:R:3:mulliken_charge:R:1
C -0.272 4.171 3.389 -1.2481
C -0.935 2.869 3.779 -0.2924
C -1.828 2.319 2.671 -0.5951
C -1.182 2.216 1.289 -1.1002
C 0.115 1.419 1.277 -0.6185
N -0.204 0.037 0.775 0.1952
C 0.713 -0.673 0.173 -0.5318
N 0.659 -1.976 0.146 -0.0346
H -0.967 5.007 3.270 0.3322
H 0.332 4.182 2.487 0.2754
H 0.423 4.572 4.132 0.3819
H -1.519 3.028 4.686 0.3648
H -0.189 2.129 4.074 0.2415
H -2.103 1.275 2.890 0.2319
H -2.761 2.872 2.622 0.4115
H -0.985 3.230 0.931 0.4430
H -1.796 1.853 0.470 0.4588
H 0.888 1.780 0.591 0.3749
H 0.675 1.276 2.200 0.3914
H -1.019 -0.325 1.226 0.1874
H 1.391 -0.204 -0.522 0.6675
H 0.119 -2.544 0.777 0.2461
H 1.271 -2.553 -0.455 0.2368
H 6.027 -0.679 1.033 0.3160
H 5.145 -1.949 1.241 0.3231
O 5.500 -1.346 0.585 -0.6388
H 3.162 -2.575 -2.056 0.2865
H 2.677 -3.946 -1.489 0.2748
O 2.778 -3.009 -1.291 -0.6281
H -2.954 -0.770 -1.541 0.2272
H -1.489 -0.651 -2.299 0.3098
O -2.003 -0.811 -1.513 -0.5569
H -3.296 2.141 -4.234 0.2900
H -4.137 1.592 -2.977 0.3140
O -3.312 1.952 -3.296 -0.5962
H -1.504 -1.389 -5.093 0.3061
H -2.424 -0.285 -5.784 0.3025
O -1.607 -0.468 -5.316 -0.6038
H -1.187 -3.072 -1.690 0.3494
H -2.589 -3.686 -1.573 0.3008
O -1.669 -3.903 -1.739 -0.6536
H 0.737 -2.987 -4.060 0.3234
H 1.444 -1.709 -4.122 0.2629
O 0.768 -2.144 -3.580 -0.5431
H -0.303 -1.985 4.553 0.2890
H -1.099 -2.660 3.494 0.3208
O -0.376 -2.027 3.592 -0.5953
H 3.910 0.479 -1.924 0.2821
H 3.681 -0.329 -0.567 0.3469
O 3.296 0.255 -1.229 -0.6291
```

Values from the calculation:
Frontier orbital gap, eV: 10.78
HOMO energy, hartree: -0.48212
Net charge: +1
LUMO, eV: -2.34

# 6
Molecular formula: C7H14N2
Method: DFT, ωB97M-V/def2-TZVPD

```
23
Properties=species:S:1:pos:R:3:mulliken_charge:R:1
C 1.940 -2.966 0.578 -1.0982
C 1.972 -1.485 0.623 0.6034
C 2.528 -0.634 -0.292 -0.4642
N 2.065 0.619 0.069 -0.0874
C 1.371 0.487 1.252 -0.2995
N 1.217 -0.778 1.537 -0.5998
H 1.097 -3.324 0.005 0.2284
H 1.820 -3.434 1.559 0.3302
H 2.872 -3.333 0.146 0.3045
H 3.235 -0.624 -1.103 0.3739
H 2.579 1.439 -0.189 0.2340
H 0.917 1.370 1.667 0.4678
C -2.048 0.305 -1.491 -1.2173
C -1.726 1.590 -0.740 0.1847
C -2.559 1.689 0.544 -1.1838
H -3.136 0.221 -1.633 0.3502
H -1.598 0.197 -2.479 0.3368
H -1.857 -0.613 -0.931 0.2854
H -0.671 1.546 -0.464 -0.0879
H -1.805 2.481 -1.365 0.3445
H -2.191 1.029 1.335 0.3071
H -2.399 2.694 0.933 0.3036
H -3.626 1.525 0.441 0.3835
```

Values from the calculation:
Frontier orbital gap, eV: 9.54
SMILES string: Cc1c[nH]cn1.CCC
HOMO energy, hartree: -0.31817
Net charge: 0
LUMO, eV: 0.88